--- one ---
The molecule C3H4ClFO, computed with the ωB97M-V functional and the def2-TZVPD basis.

CARTESIAN COORDINATES (ANGSTROEM)
C1 -0.5602 -0.5402 0.5588
C2 0.7171 -0.2364 -0.1136
C3 0.8613 0.9653 -0.6688
H1 -2.4256 -0.1693 0.1572
H2 -0.7542 -1.5853 0.0939
H3 -0.4226 -0.6358 1.6204
H4 0.0301 1.6678 -0.6264
O1 -1.5151 0.3484 0.2028
F1 1.6451 -1.1888 0.1290
Cl1 2.4241 1.3744 -1.3534

As for the net charge: 0. The value obtained for the LUMO energy is 0.47 eV. As for the SMILES: OC/C(F)=C/Cl.

These are the Mulliken partial charges, in e, on atoms 1 to 6: -0.20 0.23 -0.27 0.34 0.25 0.25

***

--- two ---
The molecule C3H4ClFO, computed with the ωB97M-V functional and the def2-TZVPD basis.

CARTESIAN COORDINATES (ANGSTROEM)
C1 -0.6282 0.6449 0.5595
C2 0.3461 0.0670 -0.4187
C3 -0.5032 -0.8038 0.3109
H1 -2.1011 0.5904 -0.5299
H2 -0.2186 1.0575 1.5426
H3 0.1733 0.3067 -1.4455
H4 -0.1165 -1.4893 1.0279
O1 -1.6239 1.3119 -0.1542
F1 -1.7253 -1.1623 -0.1700
Cl1 2.0879 0.0030 -0.0319

As for the net charge: 0. The value obtained for the LUMO energy is 0.89 eV. As for the SMILES: O[C@H]1[C@@H](F)[C@@H]1Cl.

These are the Mulliken partial charges, in e, on atoms 1 to 6: -0.19 -0.07 -0.06 0.35 0.31 0.33

***

--- three ---
The molecule C3H4ClFO, computed with the ωB97M-V functional and the def2-TZVPD basis.

CARTESIAN COORDINATES (ANGSTROEM)
C1 -0.5389 0.1277 1.1624
C2 0.4018 0.2340 0.1016
C3 0.2051 -0.4904 -1.2044
O1 0.8017 -0.3066 1.3064
F1 0.8681 1.4518 -0.1511
Cl1 -1.0647 1.5489 2.0637
H1 -1.1395 -0.7443 1.0127
H2 1.0958 -0.4141 -1.7609
H3 -0.6239 0.0724 -1.5919
H4 -0.0055 -1.4794 -0.9385

As for the net charge: 0. The value obtained for the LUMO energy is 0.88 eV. As for the SMILES: C[C@]1(F)O[C@H]1Cl.

These are the Mulliken partial charges, in e, on atoms 1 to 6: -0.21 0.85 -1.08 -0.44 -0.28 -0.17

***

Stability check: which of them is least stable? two.

***

--- one ---
A structure of composition C6H2N, computed with the ωB97M-V functional and the def2-TZVPD basis.

CARTESIAN COORDINATES (ANGSTROEM)
C1 -1.5027 0.6201 0.8297
C2 -0.5716 0.0458 1.6322
C3 -1.4200 0.3789 -0.4730
C4 1.3871 -0.1502 -0.5579
C5 0.4807 -0.5465 1.1065
C6 -0.0701 -0.3246 -0.4653
N1 1.7590 -0.5487 0.6657
H1 -2.0915 0.4662 -1.2959
H2 2.0291 0.0589 -1.4420

As for the net charge: +1. The value obtained for the LUMO energy (alpha / beta) is -7.82 / -7.62 eV.

These are the Mulliken partial charges, in e, on atoms 1 to 6: 0.00 0.05 -0.28 -0.11 0.44 0.38

***

--- two ---
The ion C6H2N with charge +1, computed with the ωB97M-V functional and the def2-TZVPD basis.

CARTESIAN COORDINATES (ANGSTROEM)
C1 1.0285 -1.9218 0.4506
C2 1.5741 -2.1351 -0.7535
C3 -0.0851 -1.1887 0.5206
C4 0.6114 0.5329 -1.4486
C5 0.8789 -1.8799 -1.8288
C6 0.3121 -0.8046 -0.8351
N1 1.2348 0.7043 -2.4693
H1 -0.9164 -0.9192 1.1725
H2 0.1711 1.5466 -0.9396

As for the net charge: +1. The value obtained for the LUMO energy (alpha / beta) is -7.59 / -8.33 eV.

These are the Mulliken partial charges, in e, on atoms 1 to 6: 0.17 0.25 -0.43 0.09 -0.23 0.66

***

Stability check: which of them is least stable? two.

***

--- one ---
The molecule C3H3FN2O2, computed with the ωB97M-V functional and the def2-TZVPD basis.

CARTESIAN COORDINATES (ANGSTROEM)
C1 0.8852 -1.4715 0.8157
C2 0.1941 -0.3910 0.0486
C3 -0.6516 1.7116 -0.2191
H1 0.5495 -2.3658 0.4173
H2 0.6227 -1.2665 1.8810
H3 -1.6886 1.0565 -1.8486
N1 -0.4752 -0.4507 -1.0225
N2 -1.0558 0.8062 -1.1447
O1 -0.8255 2.9208 -0.1519
O2 0.1212 0.8662 0.6606
F1 2.3239 -1.4156 0.5637

As for the net charge: 0. The value obtained for the LUMO energy is 0.67 eV. As for the SMILES: O=c1[nH]nc(CF)o1.

These are the Mulliken partial charges, in e, on atoms 1 to 6: -0.22 0.59 0.55 0.26 0.22 0.20

***

--- two ---
The molecule C3H3FN2O2, computed with the ωB97M-V functional and the def2-TZVPD basis.

CARTESIAN COORDINATES (ANGSTROEM)
C1 -1.3161 0.0954 -0.0896
C2 -0.6118 1.2383 0.0514
C3 0.7624 0.8034 0.1312
H1 2.3394 -0.5837 -0.4933
H2 -0.8697 -1.8117 0.5196
H3 -0.9703 2.2601 -0.0292
N1 0.7385 -0.5930 0.3950
N2 -0.5417 -1.0644 -0.0411
O1 1.7498 -1.3209 -0.1844
O2 1.8522 1.2846 -0.0907
F1 -2.6333 -0.0883 -0.0923

As for the net charge: 0. The value obtained for the LUMO energy is 0.72 eV. As for the SMILES: O=c1cc(F)[nH]n1O.

These are the Mulliken partial charges, in e, on atoms 1 to 6: 0.44 -0.59 0.51 0.36 0.27 0.39

***

Stability check: which of them is least stable? two.

***

--- one ---
The molecule C2H5NS2, computed with the ωB97M-V functional and the def2-TZVPD basis.

CARTESIAN COORDINATES (ANGSTROEM)
C1 0.2784 -1.6229 0.5573
C2 -0.3123 1.4536 0.6666
H1 -0.3179 -2.5933 1.2553
H2 -0.2991 -1.3181 -0.5608
H3 1.4896 -1.3268 0.5726
H4 -0.1813 2.3182 1.3505
H5 0.0435 1.1349 -2.8583
N1 0.0316 1.6188 -0.6136
S1 -0.5501 -0.1077 1.4729
S2 -0.1825 0.4432 -1.8427

As for the net charge: 0. The value obtained for the LUMO energy is 0.42 eV. As for the SMILES: CS/C=N\S.

These are the Mulliken partial charges, in e, on atoms 1 to 6: -0.65 -0.04 0.30 0.20 0.29 0.34

***

--- two ---
A cluster of 2 separate species, C2H5NS2 in total, computed with the ωB97M-V functional and the def2-TZVPD basis.

CARTESIAN COORDINATES (ANGSTROEM)
C1 -0.6501 0.0725 -0.4186
C2 1.5791 0.2062 0.5290
N1 0.1495 0.3782 0.6514
S1 -0.5939 1.7693 -0.1995
S2 -2.9686 -0.7579 0.0902
H1 -0.4401 -0.5151 -1.2920
H2 1.8282 -0.7964 0.8742
H3 1.9442 0.3387 -0.4963
H4 2.0642 0.9338 1.1768
H5 -2.9126 -1.6294 -0.9152

As for the net charge: 0. The value obtained for the LUMO energy (alpha / beta) is -0.69 / -0.69 eV.

These are the Mulliken partial charges, in e, on atoms 1 to 6: -0.21 -0.74 -0.14 -0.04 -0.29 0.42

***

Stability check: which of them is least stable? one.

***

--- one ---
The molecule CH3O3PS, computed with the ωB97M-V functional and the def2-TZVPD basis.

CARTESIAN COORDINATES (ANGSTROEM)
C1 -0.2791 0.9376 0.0123
O1 2.5670 1.6749 0.0716
O2 0.4694 0.5521 -1.0024
O3 0.4871 0.5759 1.1378
P1 2.9478 -1.2243 0.0326
S1 1.8259 0.5092 -0.0284
H1 -0.2585 1.9841 0.0647
H2 -1.3144 0.6114 -0.0352
H3 1.7107 -1.7543 0.4147

As for the net charge: 0. The value obtained for the LUMO energy (alpha / beta) is 0.00 / -2.65 eV. The spin multiplicity is 3.

These are the Mulliken partial charges, in e, on atoms 1 to 6: -0.09 -0.49 -0.33 -0.38 -0.09 0.75

***

--- two ---
The molecule CH3O3PS, computed with the ωB97M-V functional and the def2-TZVPD basis.

CARTESIAN COORDINATES (ANGSTROEM)
C1 0.6557 -0.0634 -0.5517
O1 1.1606 -0.9840 -1.3310
O2 0.5858 1.1460 -1.1138
O3 -1.2546 0.7619 1.2629
P1 -0.8251 -0.6166 0.4480
S1 -0.5386 -1.9817 1.8062
H1 1.3300 -0.6432 -2.2284
H2 0.2083 1.7936 -0.4999
H3 -1.3221 0.5872 2.2076

As for the net charge: 0. The value obtained for the LUMO energy (alpha / beta) is 0.64 / -2.22 eV. The spin multiplicity is 3.

These are the Mulliken partial charges, in e, on atoms 1 to 6: 0.35 -0.38 -0.48 -0.48 0.33 -0.32

***

Stability check: which of them is least stable? one.

***

--- one ---
The molecule C2HIN2O, computed with the ωB97M-V functional and the def2-TZVPD basis.

CARTESIAN COORDINATES (ANGSTROEM)
C1 0.4092 -0.2683 -0.0508
C2 1.6951 -0.2238 0.0242
N1 -0.2570 -1.5686 0.0494
N2 0.4797 -2.5186 0.0401
O1 1.6859 -2.5595 -0.0616
I1 3.6573 0.2738 0.0125
H1 -0.2622 0.4569 -0.2602

As for the net charge: 0. The value obtained for the LUMO energy (alpha / beta) is -1.04 / -0.91 eV.

These are the Mulliken partial charges, in e, on atoms 1 to 6: 0.16 -0.52 -0.34 0.35 -0.40 0.29

***

--- two ---
The molecule C2HIN2O, computed with the ωB97M-V functional and the def2-TZVPD basis.

CARTESIAN COORDINATES (ANGSTROEM)
C1 0.9321 0.1737 0.1583
C2 0.3229 -0.9536 0.2360
N1 0.1235 1.4930 -0.0723
N2 -1.0050 1.3213 -0.3743
O1 -1.6921 0.3457 -0.5402
I1 -0.6805 -2.6995 0.4645
H1 1.9991 0.3194 0.1280

As for the net charge: 0. The value obtained for the LUMO energy (alpha / beta) is -0.98 / -0.82 eV.

These are the Mulliken partial charges, in e, on atoms 1 to 6: 0.25 -0.60 -0.34 0.46 -0.42 0.30

***

Stability check: which of them is least stable? two.